No. 1
This record from the OMol25 dataset describes a cluster of 2 separate species, C9H16N2O2 in total. The level of theory is ωB97M-V with the def2-TZVPD basis set.

The relative energy (zero: lowest compared OMol25 entry of this formula, charge and spin) comes out at 92.08 kcal per mole. The frontier orbital gap comes out at 9.114 eV. Its LUMO energy is 0.24 eV. For the HOMO energy, the calculation gives -8.872 eV. For the largest force on an atom, the calculation gives 5.00 eV/A. Its SMILES is O=c1cc[nH]c(=O)[nH]1.CCCCC.

Positions of all 29 atoms, in Å:
C: 2.60 0.56 -0.03
C: 1.89 1.09 1.07
C: 0.65 0.59 1.33
C: 0.93 -1.13 -0.38
C: -2.10 2.72 -0.84
C: -2.58 1.49 -0.09
C: -1.91 0.17 -0.37
C: -2.40 -0.97 0.52
C: -1.72 -2.33 0.20
H: 2.58 -1.03 -1.44
H: 2.38 1.93 1.64
H: 0.06 0.85 2.17
H: -0.53 -0.99 1.16
H: -0.99 2.74 -0.90
H: -2.49 2.66 -1.91
H: -2.51 3.67 -0.39
H: -3.66 1.42 -0.32
H: -2.55 1.59 1.00
H: -2.08 -0.13 -1.38
H: -0.80 0.29 -0.20
H: -3.49 -0.90 0.41
H: -2.33 -0.66 1.60
H: -0.67 -2.31 0.48
H: -2.10 -3.06 0.84
H: -1.78 -2.62 -0.85
N: 1.99 -0.43 -0.81
N: 0.17 -0.48 0.63
O: 3.71 0.93 -0.34
O: 0.49 -2.21 -0.80


No. 2
This record from the OMol25 dataset describes a structure of composition C26H24FeNO2. The level of theory is ωB97M-V with the def2-TZVPD basis set.

The frontier orbital gap (alpha / beta) comes out at 3.139 / 3.988 eV. Its LUMO energy (alpha / beta) is -4.77 / -5.72 eV. The multiplicity is 5. The charge is +1. For the HOMO energy (alpha / beta), the calculation gives -7.909 / -9.707 eV. For the largest force on an atom, the calculation gives 7.41 eV/A. The expectation value of S² is 6.1449.

Positions of all 54 atoms, in Å:
O: 5.01 -4.17 -1.46
C: 5.13 -3.14 -0.93
Fe: 5.33 -1.70 0.23
C: 6.58 -2.55 1.29
O: 7.27 -3.32 1.84
C: 3.88 -2.53 1.36
C: 2.56 -2.44 0.69
C: 1.59 -1.52 0.93
C: 5.31 -0.50 -1.41
C: 6.61 -0.56 -0.80
C: 6.48 -0.07 0.55
C: 5.10 0.26 0.77
C: 4.38 0.00 -0.43
H: 4.17 -3.58 1.48
H: 3.94 -2.00 2.32
H: 2.39 -3.25 -0.05
H: 0.66 -1.54 0.37
H: 1.71 -0.76 1.73
H: 5.09 -0.67 -2.46
H: 7.53 -0.83 -1.30
H: 7.30 0.14 1.22
H: 4.70 0.73 1.67
H: 3.33 0.22 -0.61
C: -5.44 -0.97 2.99
N: -4.67 -0.36 1.92
C: -3.33 -0.50 1.72
C: -2.92 0.30 0.61
C: -1.60 0.41 0.17
C: -1.21 1.11 -1.02
C: -1.97 0.96 -2.21
C: -1.70 1.75 -3.32
C: -0.69 2.71 -3.27
C: 0.12 2.83 -2.13
C: -0.10 1.99 -1.04
C: -4.15 0.98 0.15
C: -4.46 1.99 -0.77
C: -5.80 2.40 -0.94
C: -6.82 1.88 -0.13
C: -6.53 0.93 0.86
C: -5.20 0.51 0.97
H: -6.48 -0.63 2.88
H: -5.41 -2.06 2.92
H: -5.07 -0.65 3.97
H: -2.69 -1.12 2.35
H: -0.83 0.06 0.86
H: -2.81 0.27 -2.22
H: -2.30 1.62 -4.22
H: -0.52 3.36 -4.12
H: 0.90 3.59 -2.08
H: 0.49 2.10 -0.12
H: -3.68 2.46 -1.36
H: -6.05 3.14 -1.70
H: -7.85 2.21 -0.26
H: -7.29 0.52 1.51


No. 3
This record from the OMol25 dataset describes a cluster of 6 separate species, C27H64BrN7O3 in total. The level of theory is ωB97M-V with the def2-TZVPD basis set.

The frontier orbital gap comes out at 8.829 eV. Its LUMO energy is -9.16 eV. The charge is +4. For the HOMO energy, the calculation gives -17.992 eV. For the largest force on an atom, the calculation gives 5.28 eV/A.

Positions of all 102 atoms, in Å:
C: 1.44 3.20 1.62
C: 0.34 2.21 1.97
N: 0.52 1.65 3.28
C: 1.69 1.05 3.89
C: 1.40 0.88 5.26
N: 0.13 1.35 5.50
C: -0.45 1.71 4.27
C: -0.58 1.32 6.74
H: 2.38 2.66 1.47
H: 1.81 3.80 2.46
H: 1.29 3.85 0.76
H: 0.31 1.43 1.22
H: -0.69 2.57 1.91
H: 2.49 0.87 3.19
H: 1.94 0.50 6.11
H: -1.41 2.21 4.25
H: -0.69 2.38 6.97
H: -0.09 0.83 7.58
H: -1.55 0.82 6.68
C: -3.66 0.45 2.25
C: -2.48 -0.55 2.33
N: -2.97 -1.86 1.94
C: -3.33 -2.21 0.68
C: -3.76 -3.50 0.79
N: -3.58 -3.97 2.07
C: -3.12 -2.90 2.81
C: -4.00 -5.16 2.70
H: -3.54 1.24 3.00
H: -4.60 0.05 2.63
H: -3.78 0.98 1.31
H: -1.99 -0.70 3.29
H: -1.77 -0.34 1.53
H: -3.51 -1.49 -0.11
H: -4.11 -4.18 0.03
H: -2.75 -2.96 3.83
H: -3.11 -5.78 2.80
H: -4.69 -5.81 2.16
H: -4.37 -4.99 3.71
C: 3.77 -0.84 -2.73
N: 3.77 0.67 -3.08
C: 4.43 1.44 -1.93
C: 4.80 0.97 -4.19
C: 2.34 1.10 -3.53
C: 1.63 0.23 -4.65
O: 2.29 0.47 -5.87
H: 4.68 -1.05 -2.17
H: 3.67 -1.42 -3.65
H: 2.92 -1.00 -2.07
H: 5.45 1.13 -1.67
H: 3.83 1.21 -1.05
H: 4.27 2.47 -2.26
H: 4.48 0.28 -4.97
H: 5.83 0.76 -3.89
H: 4.62 1.98 -4.56
H: 2.35 2.14 -3.86
H: 1.74 1.12 -2.62
H: 0.65 0.65 -4.90
H: 1.54 -0.82 -4.36
H: 2.13 -0.32 -6.38
C: 1.11 -2.52 1.92
N: 1.13 -3.64 0.85
C: 1.79 -4.91 1.36
C: -0.32 -3.91 0.58
C: 1.88 -3.17 -0.48
C: 1.51 -3.94 -1.77
O: 1.92 -5.29 -1.87
H: 0.56 -1.66 1.53
H: 2.17 -2.34 2.06
H: 0.71 -2.88 2.87
H: 1.45 -5.24 2.33
H: 2.88 -4.77 1.36
H: 1.46 -5.69 0.68
H: -0.35 -4.74 -0.12
H: -0.71 -3.00 0.11
H: -0.71 -4.14 1.57
H: 2.94 -3.27 -0.29
H: 1.68 -2.11 -0.66
H: 1.82 -3.42 -2.67
H: 0.43 -3.93 -1.86
H: 2.88 -5.39 -1.84
C: -1.23 4.03 -4.00
N: -1.69 3.52 -2.64
C: -2.34 2.10 -2.83
C: -0.48 3.46 -1.68
C: -2.78 4.56 -2.19
C: -3.35 4.25 -0.83
O: -2.48 4.71 0.17
H: -2.16 4.19 -4.54
H: -0.48 3.42 -4.51
H: -0.80 5.02 -3.88
H: -1.50 1.50 -3.18
H: -3.14 2.03 -3.57
H: -2.74 1.79 -1.86
H: 0.37 3.09 -2.26
H: -0.65 2.72 -0.90
H: -0.31 4.35 -1.07
H: -3.55 4.56 -2.96
H: -2.24 5.50 -2.24
H: -3.63 3.21 -0.71
H: -4.19 4.89 -0.53
H: -2.87 4.52 1.03
Br: -0.32 -0.24 -0.96


No. 4
This record from the OMol25 dataset describes a structure of composition C33H37BMnN5O4. The level of theory is ωB97M-V with the def2-TZVPD basis set.

The frontier orbital gap (alpha / beta) comes out at 5.282 / 6.429 eV. Its LUMO energy (alpha / beta) is -5.93 / -4.80 eV. The multiplicity is 2. The charge is +1. For the HOMO energy (alpha / beta), the calculation gives -11.208 / -11.231 eV. For the largest force on an atom, the calculation gives 1.94 eV/A. The expectation value of S² is 0.9020.

Positions of all 81 atoms, in Å:
Mn: 0.11 -0.83 0.93
C: -2.91 -3.36 -0.47
C: -3.43 -1.96 -0.37
C: -4.53 -1.60 -1.13
C: -5.09 -0.34 -1.02
C: -4.57 0.57 -0.12
C: -3.47 0.24 0.66
C: -3.02 1.19 1.74
C: -2.87 -1.02 0.52
N: -1.75 -1.37 1.31
C: -2.00 -2.30 2.27
O: -3.09 -2.72 2.60
C: -0.71 -2.74 2.89
C: -0.60 -3.72 3.87
C: 0.67 -4.06 4.32
C: 1.78 -3.40 3.81
C: 1.57 -2.43 2.83
N: 0.36 -2.12 2.38
C: 2.63 -1.55 2.25
O: 3.78 -1.53 2.63
N: 2.08 -0.73 1.31
C: 2.99 0.25 0.84
C: 3.25 1.37 1.65
C: 2.53 1.56 2.96
C: 4.22 2.27 1.24
C: 4.92 2.08 0.06
C: 4.66 0.98 -0.73
C: 3.71 0.04 -0.35
C: 3.49 -1.20 -1.14
H: -3.11 -3.77 -1.46
H: -3.41 -3.99 0.27
H: -1.84 -3.43 -0.27
H: -4.95 -2.32 -1.81
H: -5.96 -0.08 -1.60
H: -5.03 1.54 0.00
H: -3.08 2.23 1.40
H: -2.02 0.97 2.10
H: -3.70 1.09 2.59
H: -1.50 -4.18 4.24
H: 0.79 -4.83 5.07
H: 2.79 -3.60 4.12
H: 1.65 0.92 3.05
H: 2.25 2.60 3.10
H: 3.21 1.29 3.77
H: 4.43 3.12 1.87
H: 5.69 2.78 -0.23
H: 5.22 0.81 -1.64
H: 3.98 -1.14 -2.11
H: 2.42 -1.40 -1.29
H: 3.90 -2.06 -0.60
O: -0.47 -0.55 -1.04
B: 0.18 -1.78 -0.86
O: -0.03 -2.56 -1.96
C: -0.89 -1.87 -2.79
C: -1.46 -2.24 -3.99
C: -2.34 -1.33 -4.57
C: -2.65 -0.12 -3.96
C: -2.07 0.26 -2.75
C: -1.18 -0.63 -2.20
H: -1.24 -3.18 -4.46
H: -2.81 -1.57 -5.50
H: -3.36 0.54 -4.43
H: -2.32 1.18 -2.27
C: 1.54 4.11 -0.24
C: 0.87 3.12 -1.20
C: 1.74 2.92 -2.43
C: -0.51 3.64 -1.61
N: 0.75 1.78 -0.61
N: 0.05 1.60 0.62
H: 1.65 5.07 -0.75
H: 2.53 3.76 0.03
H: 0.95 4.27 0.66
H: 1.81 3.84 -3.00
H: 1.33 2.14 -3.07
H: 2.75 2.63 -2.14
H: -0.39 4.54 -2.22
H: -1.11 3.91 -0.75
H: -1.02 2.90 -2.20
H: 1.68 1.38 -0.51
H: -0.90 1.96 0.48
H: 0.47 2.15 1.38